(1)
# C42H124N6O17

A cluster of 17 separate species, C42H124N6O17 in total at a distorted geometry (wB97M-V/def2-TZVPD, OMol25).

XYZ file:
```
189
C42H124N6O17, DFT wB97M-V/def2-TZVPD
O 6.17 -10.69 -7.06
O 0.37 -8.54 -7.22
O 0.34 -5.46 -9.99
O -1.41 -2.37 -11.52
O 8.11 -1.53 -9.72
O 10.74 -7.50 -9.79
O -1.23 -6.04 -7.66
O 5.31 0.64 -4.94
O 2.96 -4.85 -4.10
O 7.21 -6.36 -15.05
O 11.58 -5.24 -4.34
O 2.29 -4.34 -13.66
O 4.30 -10.73 -11.18
O 7.25 -8.26 -6.92
O 4.08 -8.11 -12.50
O 0.69 0.31 -7.59
O 5.50 -4.78 -8.84
N 0.76 -1.84 -13.20
N 8.71 1.52 -7.58
N 2.89 -5.80 -11.32
N 3.64 -10.22 -4.33
N 0.22 -7.38 -4.15
N 11.17 -2.48 -5.45
C 4.01 -8.80 -6.28
C 4.80 -5.70 -9.66
C 6.18 -9.49 -10.18
C 11.93 -6.62 -4.44
C 4.22 -4.75 -4.72
C 8.88 -2.99 -6.01
C 1.00 -6.22 -3.67
C 7.97 0.64 -8.44
C -2.08 -2.38 -10.30
C 5.95 -0.62 -5.04
C 1.20 -6.47 -2.18
C 3.97 -4.98 -10.80
C 1.02 0.34 -8.97
C 3.27 -3.69 -10.22
C 7.21 -5.19 -12.85
C 5.22 -10.71 -10.15
C 1.42 -5.23 -14.32
C 5.34 -1.52 -6.04
C -1.50 -4.81 -6.92
C 4.12 -10.18 -5.71
C 3.31 -9.09 -14.60
C 7.44 1.49 -9.58
C 10.57 -4.87 -5.25
C 2.03 -0.68 -9.13
C 8.74 -0.60 -8.90
C 2.22 -6.01 -4.52
C 6.27 -5.43 -7.82
C 9.88 -5.56 -8.64
C 6.94 -2.10 -9.14
C 1.75 -5.33 -15.75
C 10.08 -3.39 -5.17
C 1.77 -9.53 -8.70
C 7.28 -11.52 -7.28
C -1.22 -1.14 -12.17
C 6.55 -5.43 -14.26
C 5.57 -10.71 -5.77
C -1.21 -2.09 -14.61
C -0.25 -3.93 -7.03
C 4.47 -8.50 -13.81
C 9.98 -6.32 -9.96
C -0.54 -1.22 -13.52
C 1.15 -8.19 -8.31
H 0.61 -4.45 -6.60
H 1.40 1.34 -9.16
H 2.73 -3.91 -9.30
H 6.74 -4.43 -12.23
H -1.13 -3.15 -14.35
H 2.50 -9.39 -9.49
H 6.69 2.17 -9.16
H 3.45 -10.78 -6.33
H -0.11 -6.99 -5.02
H 2.64 -10.08 -4.36
H 12.63 -6.87 -3.64
H 4.26 -1.55 -5.90
H 7.60 -11.65 -8.32
H 6.72 -6.45 -15.87
H 1.59 -6.15 -13.76
H 4.64 -3.83 -4.32
H 7.01 -0.52 -5.25
H 10.86 -7.91 -10.64
H 5.47 -6.43 -10.11
H 9.04 -1.14 -8.01
H 2.63 -9.64 -13.94
H 1.01 -10.23 -9.06
H 5.74 -1.17 -4.12
H 9.03 1.00 -6.77
H 4.08 -4.73 -5.80
H -3.09 -1.97 -10.30
H 0.40 -2.62 -12.67
H 2.88 -6.88 -4.49
H 4.32 -8.93 -7.32
H 1.94 -5.95 -5.58
H 2.57 -3.16 -10.86
H 3.68 -9.75 -15.37
H 6.48 -2.85 -9.78
H -0.25 -7.81 -7.14
H 8.99 -6.57 -10.36
H 4.15 -6.34 -9.06
H 9.56 1.78 -8.06
H -1.56 -1.72 -9.61
H 5.80 1.22 -4.36
H 6.15 -1.35 -9.12
H 3.97 -11.62 -11.34
H 5.51 -5.69 -14.05
H 11.10 -7.32 -4.38
H 0.45 -5.29 -3.83
H 7.08 -6.08 -8.18
H 9.65 -0.23 -9.38
H 5.74 -2.53 -5.91
H 2.55 -5.21 -12.06
H 1.27 -5.50 -10.23
H 5.84 -8.63 -9.60
H 7.02 -12.55 -7.04
H -0.57 -1.92 -15.48
H 8.25 -4.88 -12.96
H 7.07 -6.10 -12.27
H 1.93 -3.48 -13.88
H 5.09 -7.81 -14.38
H 2.57 -0.49 -10.06
H 4.18 -8.92 -11.99
H 6.46 -4.53 -14.86
H 1.45 0.48 -7.04
H 11.46 -2.50 -6.42
H 5.52 -11.66 -5.22
H 8.17 2.12 -10.09
H 1.96 -4.39 -16.26
H 6.33 -9.04 -11.17
H -2.25 -1.81 -14.79
H 0.54 -7.89 -9.16
H 5.86 -11.58 -10.36
H 1.58 -7.46 -1.91
H 7.15 -9.78 -9.77
H -2.16 -0.58 -12.25
H -1.81 -5.06 -5.91
H 4.64 -8.05 -5.81
H 2.64 -5.91 -16.01
H 2.79 -0.49 -8.38
H 9.82 -3.16 -4.14
H 0.37 -5.03 -14.13
H 5.67 -6.11 -7.22
H 8.13 -11.28 -6.65
H 8.64 -1.93 -5.99
H 2.16 -10.10 -7.86
H 1.29 -1.40 -12.46
H 0.04 -3.82 -8.07
H 7.08 -2.50 -8.14
H 8.02 -8.47 -7.45
H 0.22 0.28 -9.71
H 2.99 -8.41 -6.28
H 1.84 -5.70 -1.75
H 4.60 -4.78 -11.67
H 6.89 0.93 -10.34
H 12.45 -6.72 -5.40
H 1.67 -1.71 -9.06
H 5.12 -9.35 -13.60
H 10.92 -5.34 -8.39
H 4.89 -5.57 -4.45
H 5.51 -1.02 -7.00
H 4.79 -10.97 -9.18
H 8.03 -3.55 -5.64
H -2.08 -3.33 -9.77
H 0.90 -5.73 -16.31
H -0.12 -5.91 -10.70
H 9.28 -6.08 -7.89
H -0.95 -5.76 -8.54
H 1.87 -7.41 -8.04
H 4.01 -2.89 -10.07
H -2.33 -4.31 -7.42
H 9.78 -5.57 -4.98
H 2.77 -8.33 -15.18
H -0.47 -0.27 -14.05
H 0.27 -6.38 -1.61
H 6.72 -4.58 -7.31
H -0.43 -2.92 -6.66
H 10.90 -5.00 -6.28
H 3.74 -11.18 -4.02
H -0.59 -7.53 -3.56
H 9.06 -3.17 -7.07
H 11.94 -2.85 -4.91
H 7.14 0.27 -7.84
H 6.81 -9.10 -6.79
H 10.41 -5.77 -10.80
H 3.26 -6.61 -11.80
H -0.57 -0.46 -11.62
H 6.16 -10.03 -5.16
H 9.43 -4.58 -8.77
```

net charge = 0
frontier orbital gap = 9.3 eV
HOMO energy = -9.0 eV

Atomic partial charges in e from the Mulliken method, atoms 1 to 4: number 1, O, carries -0.07; number 2, O, carries -0.66; number 3, O, carries -0.10; number 4, O, carries -0.23

(2)
# C5H6O2

A structure of composition C5H6O2 (wB97M-V/def2-TZVPD, OMol25).

XYZ file:
```
13
C5H6O2, DFT wB97M-V/def2-TZVPD
O 2.72 -1.08 0.67
O 0.52 -0.70 1.25
C 1.65 -0.60 0.46
C -0.26 -0.05 0.21
C 0.23 1.35 0.09
C 0.97 0.21 -0.61
C -1.58 -0.66 -0.12
H -1.45 -1.73 -0.34
H 0.67 1.84 0.95
H -2.02 -0.18 -1.00
H 1.15 0.16 -1.67
H -2.28 -0.56 0.72
H -0.30 2.01 -0.60
```

net charge = 0
frontier orbital gap = 11.2 eV
ΔE to the lowest compared entry with this formula, charge and spin = 30.02 kcal/mol
HOMO energy = -10.4 eV

Atomic partial charges in e from the Mulliken method, atoms 1 to 4: number 1, O, carries -0.55; number 2, O, carries -0.38; number 3, C, carries 0.47; number 4, C, carries 0.99

(3)
# H10NO3

A cluster of 4 separate species, H10NO3 in total (wB97M-V/def2-TZVPD, OMol25).

XYZ file:
```
14
H10NO3, DFT wB97M-V/def2-TZVPD
O -0.09 -0.93 -2.48
O -0.51 -2.13 0.80
O 1.63 2.08 1.56
N -0.57 0.68 0.12
H -0.25 -2.93 0.34
H 2.27 1.43 1.86
H -0.27 1.03 -0.79
H -1.30 -2.39 1.29
H 0.15 0.99 0.79
H -0.02 -0.51 -3.35
H -1.05 -0.94 -2.36
H 2.06 2.93 1.72
H -0.54 -0.35 0.12
H -1.50 1.03 0.37
```

net charge = +1
frontier orbital gap = 12.3 eV
ΔE to the lowest compared entry with this formula, charge and spin = 11.96 kcal/mol
HOMO energy = -15.7 eV

Atomic partial charges in e from the Mulliken method, atoms 1 to 4: number 1, O, carries -0.66; number 2, O, carries -0.70; number 3, O, carries -0.68; number 4, N, carries -0.36

(4)
# C41H102BIN4O25S

A cluster of 18 separate species, C41H102BIN4O25S in total at a distorted geometry (wB97M-V/def2-TZVPD, OMol25).

XYZ file:
```
175
C41H102BIN4O25S, DFT wB97M-V/def2-TZVPD
I 1.06 0.14 3.68
S 3.62 1.20 0.31
O -1.76 -10.59 0.76
O 2.97 1.22 -4.34
O 3.74 -2.79 -4.69
O 10.67 2.03 -0.42
O -7.54 8.68 1.28
O -2.36 -6.98 3.01
O -0.93 -3.05 -4.17
O -2.50 -4.68 -3.01
O 1.91 -2.79 3.40
O -5.53 3.03 2.81
O 4.54 0.88 6.05
O -3.93 6.99 -4.06
O 7.97 5.83 -3.45
O -0.89 -10.84 3.79
O -0.44 -3.62 -1.75
O -10.15 3.99 -2.85
O -4.78 10.43 2.88
O 1.82 -1.20 -2.66
O 2.63 -7.85 3.45
O -9.98 1.25 -4.18
O 5.87 1.50 -1.76
O -1.26 -6.16 -0.30
O 7.56 0.71 1.11
O -7.53 6.08 -1.83
O 7.20 -2.52 3.16
N -3.99 0.16 0.79
N 5.64 3.99 -1.73
N -0.43 -1.32 -1.37
N 4.71 3.56 -0.80
C -5.26 11.60 3.53
C 8.72 0.38 1.85
C 1.07 -1.45 -1.58
C 4.56 -3.87 -4.29
C -11.26 4.55 -2.18
C -2.91 6.58 -4.95
C -4.72 5.57 -0.46
C -3.45 4.78 -1.20
C -0.28 -2.33 1.95
C -4.88 3.54 1.56
C 0.47 -10.95 3.41
C -3.34 -0.03 -0.57
C -11.34 0.92 -4.43
C 1.51 -2.05 -0.08
C -0.98 -2.64 -0.79
C -0.92 -5.35 0.92
C 2.94 -2.86 0.04
C -1.75 -7.63 4.11
C -2.59 -2.69 -0.39
C -2.92 3.35 -0.54
C -1.74 -9.19 1.01
C 5.56 0.46 5.17
C 5.14 -1.31 0.71
C 9.18 5.14 -3.16
C -6.23 8.73 0.75
C 4.25 -2.01 -0.48
C -3.48 -1.53 -1.20
C 0.13 -2.83 0.45
C 0.97 -1.97 2.95
C 4.43 -0.04 1.45
C 11.63 2.92 0.12
C 0.45 -4.45 0.73
C -3.22 1.28 1.51
C -3.64 2.71 0.82
C 6.38 2.79 -2.33
C 2.67 -6.46 3.73
C 8.18 -3.39 2.62
C -5.41 4.96 0.92
C 4.85 2.03 -0.84
C 2.11 2.34 -4.31
C -8.39 7.20 -1.80
B -1.30 -3.81 -2.93
H 8.65 -2.92 1.76
H 1.07 -4.61 1.74
H 7.70 1.60 0.74
H -5.78 11.31 4.45
H -9.29 6.99 -2.40
H -9.98 2.02 -3.58
H 9.06 4.08 -3.40
H 1.82 2.56 -3.28
H -0.99 -3.08 2.54
H -2.25 -6.05 -0.46
H -5.80 9.72 0.93
H 12.63 2.66 -0.26
H 5.29 0.54 2.04
H 3.22 -2.51 -3.91
H 3.22 -6.30 4.66
H -8.68 7.42 -0.77
H 1.79 -1.02 0.46
H -1.84 -4.75 1.33
H 8.85 1.10 2.66
H 6.81 -2.96 3.93
H -2.99 -4.36 -3.85
H -7.47 8.85 2.23
H -2.97 5.23 -2.19
H -2.03 2.80 -1.08
H 0.65 -10.36 2.51
H -3.12 5.56 -5.30
H -5.95 12.12 2.86
H -0.67 -6.17 1.75
H -0.95 -0.93 -2.19
H -3.60 1.28 2.64
H 2.63 3.20 -4.74
H 7.70 -4.33 2.32
H -9.85 4.64 -3.51
H -10.97 5.48 -1.69
H 8.60 -0.62 2.27
H -3.09 -7.56 2.71
H -0.94 -1.35 1.82
H 5.22 -3.54 -3.48
H -5.61 7.96 1.23
H -1.39 -10.72 -0.13
H 3.16 -5.94 2.91
H 3.70 0.85 5.56
H -5.14 6.58 -0.91
H -4.77 6.97 -4.56
H 1.10 -4.94 -0.12
H -11.62 3.84 -1.43
H -2.06 1.09 1.56
H -3.97 -0.70 1.37
H -1.96 6.59 -4.42
H 4.03 -1.18 -1.28
H 3.73 -0.48 2.29
H 3.55 -8.15 3.35
H -2.78 -2.42 0.76
H -2.25 0.38 -0.49
H -2.87 7.26 -5.80
H -4.42 12.25 3.77
H -11.84 1.77 -4.90
H -3.06 -3.78 -0.51
H 10.70 2.13 -1.39
H -0.71 -8.82 0.96
H -4.17 9.99 3.49
H 1.65 -6.09 3.84
H 5.36 -0.55 4.82
H -3.91 0.70 -1.31
H 5.15 -4.20 -5.14
H 3.18 -3.19 1.16
H -2.49 -7.77 4.91
H -1.36 -8.60 3.79
H -3.19 -1.54 -2.36
H -1.08 -3.62 -4.98
H -4.79 3.18 3.51
H 5.42 -2.10 1.52
H 8.94 -3.59 3.38
H -11.83 0.66 -3.49
H 2.48 0.47 -3.96
H 0.72 -11.99 3.23
H -2.35 -8.68 0.26
H 3.93 -4.69 -3.94
H 1.21 2.13 -4.91
H 9.42 5.26 -2.11
H 11.38 3.94 -0.16
H -12.06 4.75 -2.91
H 4.97 -2.79 -1.02
H 9.59 0.39 1.19
H -6.27 8.54 -0.32
H 6.16 -0.90 0.25
H -2.16 -9.00 2.00
H 6.52 0.48 5.69
H -1.42 -11.19 3.05
H -6.30 5.50 1.50
H -4.61 -1.86 -1.07
H 5.61 1.15 4.32
H -8.02 5.33 -1.45
H -7.87 8.06 -2.23
H -11.37 0.06 -5.10
H -0.93 -7.01 4.48
H 11.63 2.82 1.21
H 7.28 5.43 -2.89
H 2.95 -3.88 -0.58
H 1.09 -10.56 4.22
H 7.23 2.90 -3.16
H 9.98 5.56 -3.77
```

net charge = 0
frontier orbital gap = 7.5 eV
HOMO energy = -8.1 eV

Atomic partial charges in e from the Mulliken method, atoms 1 to 4: number 1, I, carries -0.01; number 2, S, carries -0.15; number 3, O, carries -0.58; number 4, O, carries -0.48

(5)
# C16H27InO18P

A structure of composition C16H27InO18P at a distorted geometry (wB97M-V/def2-TZVPD, OMol25).

XYZ file:
```
63
C16H27InO18P, DFT wB97M-V/def2-TZVPD
In 2.62 -0.13 0.01
P 5.93 -0.52 0.51
O 0.33 2.97 -1.14
O -1.71 2.86 -0.20
O 7.48 -0.94 -0.17
O 0.63 0.58 4.79
O 5.82 -0.71 2.08
O -1.20 -4.25 1.59
O -3.36 -4.97 1.79
O 1.12 -1.43 3.89
O 5.53 1.18 0.19
O 0.33 -3.59 -3.53
O -2.89 -2.86 1.03
O -3.17 5.99 -2.21
O -4.20 4.40 -3.43
O -0.48 -5.49 -2.63
O -0.85 1.02 -1.25
O -2.32 5.41 -4.26
O 0.72 0.35 2.51
O 1.61 -4.77 -2.05
C -0.62 -3.12 0.95
C -1.55 -4.87 -3.32
C -4.40 5.71 -1.58
C -0.86 -3.91 -4.23
C 4.45 -1.52 -0.26
C -1.13 4.08 0.21
C 0.81 -0.12 3.63
C -1.70 -2.09 1.03
C -2.55 -4.10 1.50
C -0.75 2.18 -0.89
C -4.79 4.38 -2.15
C 0.60 -0.37 5.84
C -3.16 5.28 -3.38
C 0.58 -4.63 -2.68
C 1.36 -1.53 5.28
C -0.03 4.29 -0.77
H -1.68 -1.41 0.17
H 2.69 0.38 1.77
H -5.87 4.26 -2.22
H -1.45 -3.01 -4.42
H 1.07 -0.92 -0.41
H -2.14 -5.61 -3.86
H 0.29 -2.81 1.47
H 5.67 1.31 -0.79
H 1.00 -2.49 5.66
H -0.36 4.82 -1.67
H -4.38 3.54 -1.58
H 3.00 1.35 -0.95
H 2.43 -1.46 5.46
H -2.19 -4.36 -2.59
H -0.44 -0.62 6.07
H 1.08 0.04 6.74
H -1.87 4.89 0.19
H -0.76 3.97 1.24
H -0.37 -3.39 -0.08
H 4.26 -2.43 0.46
H 0.82 4.82 -0.34
H -0.59 -4.36 -5.19
H -5.12 6.50 -1.83
H -1.66 -1.51 1.95
H -4.28 5.67 -0.49
H 8.04 -0.10 -0.09
H 4.62 -1.81 -1.37
```

net charge = -1
frontier orbital gap = 6.2 eV
HOMO energy = -4.2 eV

Atomic partial charges in e from the Mulliken method, atoms 1 to 4: number 1, In, carries 0.68; number 2, P, carries 0.85; number 3, O, carries -0.25; number 4, O, carries -0.35